One molecule with the formula C5H13N3O in a non-equilibrium geometry, computed with wB97M-V/def2-TZVPD.

Each line ends with the Löwdin charge.
CARTESIAN COORDINATES (ANGSTROEM)
1 C -0.11 -2.06 -1.86  -0.1290
2 N -0.18 -0.77 -1.22  -0.0182
3 C -0.80 -0.62 -0.10  -0.4249
4 C -1.45 -1.75 0.67  -0.0092
5 N -0.96 0.61 0.45  0.0665
6 C -0.29 1.82 0.01  -0.4544
7 O 0.31 1.79 -1.22  -0.0141
8 N 0.60 2.03 1.18  -0.0914
9 C 1.91 1.38 1.09  -0.1121
10 H -1.10 -2.45 -2.10  0.0783
11 H 0.44 -1.94 -2.79  0.0716
12 H 0.40 -2.81 -1.25  0.0766
13 H -1.86 -1.40 1.61  0.0743
14 H -2.24 -2.20 0.07  0.0842
15 H -0.71 -2.53 0.87  0.0803
16 H -0.76 0.79 1.53  0.1872
17 H -1.02 2.65 0.03  0.1453
18 H 0.36 0.83 -1.49  0.0581
19 H 0.75 3.03 1.29  0.1036
20 H 2.47 1.64 0.19  0.0765
21 H 2.51 1.67 1.95  0.0772
22 H 1.74 0.30 1.07  0.0735

Computed properties:
**Highest occupied orbital energy**: -0.3200 Eh
**Frontier orbital gap**: 9.59 eV
**LUMO**: 0.9 eV
**SMILES**: C/N=C(\C)N[C@H](O)NC
**ΔE to the lowest compared entry with this formula, charge and spin**: 40.18 kcal/mol
**Molecular weight**: 131.18 g/mol
**Net charge**: 0